# 1
{"formula": "C3H9NO3", "method": "ωB97M-V/def2-TZVPD", "elements": ["N", "C", "O", "C", "C", "O", "H", "H", "H", "H", "H", "H", "H", "O", "H", "H"], "coordinates": [[-1.16785, 0.45582, 1.29016], [-1.67471, -0.58943, 0.54092], [-2.84299, -0.88604, 0.64093], [-0.52152, -1.34289, -0.15027], [0.23059, -0.79755, -1.40958], [1.11101, 0.34364, -1.00958], [-1.60761, 0.81496, 2.00487], [-0.28267, 0.74298, 1.00841], [0.22604, -1.75131, 0.58288], [-1.01882, -2.30198, -0.32640], [0.79070, -1.57994, -1.78141], [-0.49473, -0.08889, -2.09197], [2.12509, 0.30358, -1.15642], [1.49621, 2.52016, 0.79241], [1.85949, 2.49228, -0.19831], [1.77175, 1.66461, 1.26336]], "lowdin_charge": [0.1998, -0.5074, 0.0606, -0.1058, -0.1630, -0.1861, 0.0410, 0.0383, 0.1325, 0.1109, 0.0749, 0.1785, 0.1245, -0.1500, 0.0932, 0.0579], "multiplicity": 1, "e_homo_ev": -9.90, "gap_ev": 10.1, "largest_force_ev_per_a": 6.19, "energy_ev": -10887.910}

***

# 2
{"formula": "C15H16FeN2O4", "method": "ωB97M-V/def2-TZVPD", "elements": ["C", "C", "C", "Fe", "C", "O", "C", "O", "C", "C", "C", "C", "C", "H", "H", "H", "H", "H", "H", "H", "H", "H", "H", "H", "C", "C", "C", "N", "C", "O", "N", "C", "O", "H", "H", "H", "H", "H"], "coordinates": [[-3.20931, -0.83921, 1.33737], [-1.81565, -0.88798, 0.61745], [-0.64673, -0.82694, 1.50787], [2.52384, -1.09076, -0.25577], [1.87276, 0.56964, 0.05562], [1.44925, 1.65186, -0.09048], [0.70232, -1.52574, -1.12782], [0.16263, -2.55858, -1.40340], [3.83636, -1.35298, 1.26736], [4.48319, -1.27573, -0.04523], [3.86676, -2.30025, -0.88848], [2.86087, -2.97673, -0.08742], [2.88842, -2.41419, 1.23520], [-3.09223, -1.09189, 2.39399], [-3.71568, 0.12749, 1.25333], [-3.84577, -1.62429, 0.92407], [-1.81305, -1.76725, -0.08349], [-0.61693, 0.00378, 2.26441], [-0.17199, -1.76255, 1.80131], [4.14706, -0.74699, 2.12305], [5.27605, -0.59777, -0.34250], [4.10072, -2.44168, -1.94735], [2.22468, -3.78127, -0.42812], [2.32407, -2.78225, 2.08983], [-2.57510, 3.89624, 0.13470], [-1.99778, 2.71894, -0.56973], [-1.89921, 1.58635, 0.15483], [-1.54191, 0.36178, -0.38647], [-0.82159, 0.47503, -1.50596], [0.08933, -0.31206, -2.02209], [-0.97854, 1.54423, -2.32731], [-1.57083, 2.75356, -1.95371], [-1.66562, 3.67363, -2.73620], [-2.72688, 4.74839, -0.54423], [-3.53012, 3.58960, 0.59993], [-1.92401, 4.18302, 0.98463], [-2.14727, 1.51621, 1.22126], [-0.50213, 1.55734, -3.22046]], "lowdin_charge": [-0.0272, -0.2792, 0.0561, 0.3308, -0.1270, 0.0605, -0.2456, 0.0457, -0.1949, -0.1711, -0.1838, -0.2178, -0.1753, 0.0842, 0.0724, 0.0799, 0.1403, 0.0950, 0.0686, 0.1091, 0.1004, 0.1094, 0.1042, 0.1064, -0.0356, -0.1723, -0.0265, 0.0857, -0.3445, 0.0174, 0.2291, -0.4012, 0.1045, 0.0900, 0.0885, 0.0966, 0.1431, 0.1839], "multiplicity": 5, "e_homo_ev": [-5.18, -7.65], "gap_ev": [5.2, 6.8], "largest_force_ev_per_a": 6.77, "s2": 6.06, "energy_ev": -61365.457}

***

# 3
{"formula": "C2H3F9FeN4O17S7", "method": "ωB97M-V/def2-TZVPD", "elements": ["Fe", "C", "F", "F", "F", "S", "O", "O", "O", "N", "S", "O", "O", "F", "S", "O", "O", "F", "N", "S", "O", "O", "F", "S", "O", "O", "F", "N", "S", "O", "O", "F", "S", "O", "O", "F", "C", "N", "O", "O", "H", "H", "H"], "coordinates": [[0.08521, 0.09481, 0.10040], [-2.76143, -1.96164, 2.70386], [-3.30615, -2.05788, 1.48820], [-3.72753, -2.03160, 3.60801], [-1.89721, -2.96000, 2.87159], [-1.89946, -0.32510, 2.82202], [-1.01525, -0.36685, 3.93941], [-1.12095, -0.23792, 1.53278], [-2.96057, 0.62794, 2.89913], [1.63944, -0.48036, 1.11005], [1.89832, -1.86672, 1.95568], [1.87468, -1.69839, 3.35217], [2.76720, -2.76544, 1.30025], [0.48208, -2.50617, 1.59827], [2.93824, 0.40667, 1.72753], [4.22633, -0.05338, 1.37808], [2.65832, 1.03224, 2.95415], [2.64998, 1.59653, 0.69974], [-0.45041, 1.93975, -0.12757], [-0.48511, 3.05610, 1.18175], [-1.74739, 3.25093, 1.75941], [0.52792, 4.04066, 1.12766], [0.17126, 1.98354, 2.16153], [-0.97292, 2.95954, -1.27757], [-0.03568, 3.89435, -1.75585], [-2.33025, 3.28989, -1.07304], [-1.05237, 1.87489, -2.43910], [-0.94856, -1.02601, -1.10808], [-0.42755, -2.54760, -1.63118], [-0.29130, -2.65288, -3.03909], [-0.85419, -3.63732, -0.85817], [1.06305, -2.27243, -1.15466], [-2.43465, -1.00008, -1.79337], [-3.18479, -2.13586, -1.43485], [-2.47514, -0.49405, -3.10449], [-3.04956, 0.11238, -0.87366], [2.54670, 0.38007, -3.77049], [2.10049, 1.11569, -2.55181], [1.44825, 0.44553, -1.75329], [2.42001, 2.25994, -2.41356], [1.68520, -0.15153, -4.16103], [3.37135, -0.25250, -3.45898], [2.87438, 1.12027, -4.49182]], "lowdin_charge": [0.9904, -0.6610, 0.1325, 0.1558, 0.1438, 0.5569, -0.2431, -0.4158, -0.2445, -0.3509, 0.4990, -0.1973, -0.2220, -0.1762, 0.5384, -0.2121, -0.2065, -0.1878, -0.3414, 0.5583, -0.1891, -0.2052, -0.1880, 0.4761, -0.2194, -0.2135, -0.1741, -0.3451, 0.5362, -0.2293, -0.2008, -0.1851, 0.4756, -0.2228, -0.2185, -0.1331, 0.0840, -0.3802, -0.0442, 0.1427, 0.1071, 0.1115, 0.0986], "multiplicity": 6, "total_charge": -1, "e_homo_ev": [-8.28, -8.15], "gap_ev": [9.5, 7.4], "largest_force_ev_per_a": 4.66, "s2": 8.76, "energy_ev": -177578.771}

***

# 4
{"formula": "C37H33BrN7O10S", "method": "ωB97M-V/def2-TZVPD", "elements": ["C", "C", "C", "C", "N", "N", "C", "S", "C", "C", "Br", "H", "H", "H", "H", "H", "H", "H", "H", "C", "C", "C", "C", "C", "C", "N", "O", "O", "H", "H", "H", "H", "H", "C", "C", "C", "C", "C", "C", "N", "O", "O", "H", "H", "H", "H", "H", "C", "C", "C", "C", "C", "C", "N", "O", "O", "H", "H", "H", "H", "H", "C", "C", "C", "C", "C", "C", "N", "O", "O", "H", "H", "H", "H", "H", "C", "C", "C", "C", "C", "C", "N", "O", "O", "H", "H", "H", "H", "H"], "coordinates": [[4.79554, 2.96179, -0.87025], [5.39055, 1.89122, -1.74824], [6.97964, 1.47676, -1.65503], [7.95749, 2.52146, -2.52784], [7.22651, 3.34486, -3.50859], [7.95496, 4.18556, -4.28751], [9.43264, 4.24864, -4.13213], [10.31474, 5.43598, -5.34401], [10.42345, 3.47351, -3.09610], [9.53793, 2.43036, -2.12635], [10.37088, 1.27104, -0.72755], [4.06652, 3.76187, -1.35427], [5.11828, 2.97499, 0.26679], [4.71733, 1.29095, -2.49665], [7.08839, 0.42386, -2.20067], [7.37537, 1.31640, -0.56111], [7.44419, 4.76601, -5.01934], [10.15193, 4.76641, -6.59578], [11.59330, 3.59436, -3.01403], [-1.23699, 1.44149, 2.00043], [-0.40673, 0.68483, 1.17201], [0.97523, 0.88217, 1.19768], [1.51791, 1.84112, 2.06410], [0.68608, 2.60751, 2.89125], [-0.69470, 2.40314, 2.85469], [2.97194, 2.03546, 2.11420], [3.67258, 1.35145, 1.35332], [3.41582, 2.86888, 2.91696], [-2.31345, 1.28010, 1.98097], [-0.83697, -0.06172, 0.50785], [1.60869, 0.28438, 0.54597], [1.09345, 3.35856, 3.56483], [-1.34860, 2.99092, 3.49514], [-4.50738, 5.30701, -1.51553], [-4.91545, 4.18787, -0.78812], [-4.13529, 3.02996, -0.78908], [-2.94051, 3.00525, -1.52166], [-2.53235, 4.12470, -2.25901], [-3.32235, 5.27602, -2.25266], [-2.10319, 1.79979, -1.50614], [-2.50801, 0.82373, -0.85720], [-1.03797, 1.82842, -2.13901], [-5.11618, 6.20950, -1.50718], [-5.84104, 4.21921, -0.21728], [-4.46708, 2.16623, -0.21704], [-1.60993, 4.11755, -2.83593], [-3.01256, 6.15127, -2.81941], [-5.73448, -1.31838, -5.00713], [-6.93649, -1.61416, -4.36229], [-7.62671, -0.61371, -3.67521], [-7.10400, 0.68651, -3.64403], [-5.89359, 0.98448, -4.28403], [-5.21092, -0.02502, -4.96560], [-7.83773, 1.74832, -2.94497], [-8.89521, 1.44072, -2.37506], [-7.36026, 2.89179, -2.96816], [-5.20276, -2.10050, -5.54635], [-7.33738, -2.62489, -4.39790], [-8.56222, -0.86031, -3.17785], [-5.47400, 1.98811, -4.26365], [-4.27208, 0.19695, -5.46815], [2.12259, -2.70433, 6.34252], [1.14836, -1.72670, 6.55047], [0.16027, -1.50763, 5.58867], [0.15454, -2.28003, 4.41899], [1.13591, -3.25688, 4.20418], [2.12067, -3.46490, 5.17200], [-0.89647, -2.07200, 3.41571], [-1.73557, -1.18537, 3.63365], [-0.88711, -2.79721, 2.41071], [2.88768, -2.87536, 7.09790], [1.15738, -1.13695, 7.46463], [-0.59196, -0.74201, 5.76570], [1.14626, -3.86008, 3.29876], [2.88505, -4.22292, 5.01591], [-3.20508, -7.05081, 0.78843], [-2.39760, -8.17914, 0.94007], [-1.42388, -8.21359, 1.94011], [-1.26978, -7.10927, 2.78953], [-2.07387, -5.97221, 2.63459], [-3.04236, -5.94832, 1.62904], [-0.26521, -7.14943, 3.85896], [0.43943, -8.16561, 3.95157], [-0.18201, -6.16726, 4.61026], [-3.96676, -7.03084, 0.01083], [-2.52944, -9.03387, 0.28007], [-0.80265, -9.10035, 2.04537], [-1.96165, -5.10623, 3.28361], [-3.67356, -5.07147, 1.50265]], "lowdin_charge": [-0.0068, -0.1641, -0.1742, -0.1148, 0.1087, -0.0085, -0.4232, 0.7036, 0.0235, -0.4435, 0.7410, 0.0845, 0.0737, 0.1068, 0.1318, 0.1039, 0.1893, -0.0747, 0.1365, -0.0755, -0.0786, 0.0109, -0.1455, -0.0016, -0.0575, -0.3193, 0.0195, 0.0565, 0.1121, 0.1021, 0.1202, 0.1177, 0.1105, -0.0633, -0.0632, -0.0007, -0.1462, -0.0051, -0.0654, -0.3104, 0.0405, 0.0584, 0.1122, 0.1145, 0.1201, 0.1161, 0.1086, -0.0722, -0.0654, 0.0017, -0.1429, -0.0037, -0.0673, -0.3230, 0.0658, 0.0505, 0.1082, 0.1096, 0.1202, 0.1160, 0.1078, -0.0674, -0.0659, -0.0001, -0.1416, -0.0098, -0.0616, -0.3125, 0.0535, 0.0469, 0.1092, 0.1089, 0.1181, 0.1174, 0.1123, -0.0722, -0.0685, -0.0013, -0.1397, -0.0013, -0.0601, -0.3195, 0.0636, 0.0525, 0.1076, 0.1085, 0.1188, 0.1064, 0.1116], "multiplicity": 1, "total_charge": 1, "e_homo_ev": -11.01, "gap_ev": 5.5, "largest_force_ev_per_a": 6.01, "energy_ev": -150657.254}

***

# 5
{"formula": "C4H5FS", "method": "ωB97M-V/def2-TZVPD", "elements": ["C", "C", "C", "C", "F", "S", "H", "H", "H", "H", "H"], "coordinates": [[0.68263, -0.55533, 0.94146], [-0.07134, -0.45922, -0.13233], [-0.88520, 0.72555, -0.73267], [-2.49970, 0.39524, -0.07512], [-2.99321, 1.55939, 0.37198], [-3.26466, -1.04974, -0.06417], [1.19350, -1.46257, 1.16174], [0.93947, 0.33346, 1.53787], [-0.27093, -1.46036, -0.57341], [-0.67389, 1.84371, -0.74520], [-1.22304, 0.30217, -1.70928]], "lowdin_charge": [-0.0143, -0.2517, -0.0935, -0.7506, -0.0130, 0.7124, 0.0462, 0.0686, 0.0945, 0.1190, 0.0825], "multiplicity": 1, "e_homo_ev": -9.40, "gap_ev": 9.4, "largest_force_ev_per_a": 4.47, "energy_ev": -17779.199}

***

# 6
{"formula": "C2H3NO2S", "method": "ωB97M-V/def2-TZVPD", "elements": ["C", "C", "H", "H", "H", "N", "O", "O", "S"], "coordinates": [[-1.01941, -0.29646, 0.08877], [-1.16397, 1.26350, 0.23032], [1.99524, -0.42788, 1.55079], [-0.16692, -1.93889, 0.06290], [-2.57207, 1.70286, 0.45855], [0.09758, -0.95988, 0.18053], [-2.13186, -0.90211, -0.23080], [0.42522, 1.75436, -0.18917], [1.67588, -0.32732, -0.11818]], "lowdin_charge": [-0.5939, 0.1786, 0.0473, 0.1223, 0.2536, -0.3510, -0.0408, -0.3612, 0.7449], "multiplicity": 1, "e_homo_ev": -8.79, "gap_ev": 6.5, "largest_force_ev_per_a": 10.35, "energy_ev": -18533.635}